# C31H47N5OPdTe

A molecular structure, C31H47N5OPdTe in a non-equilibrium geometry (the ωB97M-V functional and the def2-TZVPD basis, OMol25).

```
! wB97M-V def2-TZVPD RIJCOSX def2/J DEFGRID3
* xyz 1 2
Pd -0.20722 -0.56098 -0.50106
N 0.00369 -1.52520 1.41730
C -0.37600 -2.94302 1.24337
C -1.73274 -3.06112 0.57294
N -1.67059 -2.46420 -0.76615
H 0.99121 -1.42792 1.62854
H -0.50097 -1.11323 2.18456
H -0.40006 -3.47380 2.19346
H 0.38869 -3.41648 0.62596
H -2.47945 -2.51277 1.15034
H -2.03856 -4.10612 0.55788
H -2.58808 -2.41041 -1.18187
H -1.12325 -3.05458 -1.37026
N -0.29358 0.06010 -2.50401
C -1.45329 0.72488 -3.15762
C -1.60965 2.19949 -2.79760
C -2.41599 2.55471 -1.54530
C -1.75478 2.23195 -0.21607
N -1.95807 0.80452 0.16504
H 0.50244 0.72028 -2.48987
H -0.01670 -0.74463 -3.04451
H -2.36810 0.16273 -2.94193
H -1.28769 0.65937 -4.23108
H -2.09477 2.68096 -3.64919
H -0.61044 2.64115 -2.72331
H -3.40723 2.08271 -1.58098
H -2.60262 3.62934 -1.57156
H -2.15488 2.87526 0.56603
H -0.68660 2.41528 -0.29290
H -2.83916 0.47763 -0.20583
H -2.04033 0.73849 1.16375
C 4.93241 -3.99103 7.10517
C 4.56602 -3.23724 5.85519
C 5.15082 -3.54018 4.63222
C 4.83354 -2.84335 3.46964
C 5.52494 -3.23061 2.18642
C 3.88932 -1.80479 3.53340
Te 3.57604 -0.69991 1.72672
N 1.68864 0.01976 -0.34819
C 2.21841 0.95987 -1.09012
O 1.50813 1.75556 -1.76627
C 3.70110 1.11748 -1.06620
C 4.24592 2.32465 -0.64176
C 5.62259 2.48714 -0.61447
C 6.45419 1.45594 -1.03457
C 5.90961 0.25797 -1.47792
C 4.53326 0.08376 -1.48196
C 3.82451 1.24306 2.55639
C 5.13488 1.58187 2.94943
C 6.30445 0.63320 2.85517
C 5.37324 2.85800 3.45352
C 4.37005 3.81256 3.55204
C 4.65176 5.19081 4.08566
C 3.09278 3.45584 3.14384
C 2.79207 2.18503 2.65912
C 1.34715 1.92392 2.30823
C 3.26150 -1.50348 4.75054
C 2.21988 -0.43122 4.90903
C 3.62035 -2.22133 5.88962
H 5.72668 -4.71348 6.91439
H 4.06990 -4.53284 7.50070
H 5.27425 -3.30779 7.88599
H 5.88388 -4.34029 4.57969
H 6.16851 -4.09457 2.34883
H 6.14114 -2.41258 1.80298
H 4.81192 -3.49066 1.40077
H 3.58834 3.12752 -0.32478
H 6.04784 3.42209 -0.26881
H 7.53027 1.58908 -1.02107
H 6.55881 -0.54381 -1.81515
H 4.09928 -0.85710 -1.80279
H 6.39998 0.21704 1.85262
H 6.19779 -0.20149 3.55546
H 7.23016 1.15401 3.09227
H 6.38381 3.11746 3.76053
H 5.71673 5.33679 4.26382
H 4.12658 5.35583 5.02889
H 4.31428 5.95798 3.38548
H 2.29152 4.18904 3.20781
H 0.92194 2.80073 1.81702
H 0.76545 1.75009 3.22101
H 1.23261 1.07630 1.64344
H 1.77867 -0.16490 3.95768
H 2.65019 0.48448 5.32756
H 1.42850 -0.76773 5.58506
H 3.13970 -1.97476 6.83415
*
```

Relative energy (zero: lowest compared OMol25 entry of this formula, charge and spin) = 0.195 eV
Kohn-Sham gap (spin up / spin down) = 6.71 / 5.62 eV
DFT total energy = -53174.950 eV
HOMO (spin up / spin down) = -9.62 / -9.57 eV
LUMO energy (spin up / spin down) = -2.9 / -3.9 eV
Strongest force on any atom = 1.04 eV/A